# 1
{
  "formula": "C4H6N2",
  "method": "wB97M-V/def2-TZVPD",
  "smiles": "Nc1cc[nH]c1",
  "charge": 0,
  "lumo_ha": 0.0383,
  "orbital_gap_ev": 8.81,
  "homo_energy_ha": -0.285,
  "de_lowest_kj_mol": 298.04,
  "elements": ["N", "C", "C", "C", "N", "C", "H", "H", "H", "H", "H", "H"],
  "xyz": [[-0.4702, 1.1021, 1.6885], [-0.1668, 0.4124, 0.5505], [0.7799, 0.7360, -0.4997], [0.8023, -0.2540, -1.3530], [-0.1134, -1.1174, -0.9794], [-0.8680, -0.7813, 0.2576], [0.3206, 1.3012, 2.3579], [-0.9086, 0.4487, 2.2296], [1.4716, 1.6679, -0.4240], [1.8308, -0.7697, -2.0289], [-0.4625, -1.8409, -1.7620], [-1.4505, -1.3787, 0.9310]],
  "forces_ev_per_a": [[2.25, 2.77, 1.72], [-0.74, -1.70, -1.83], [1.43, 5.05, 3.76], [4.28, -2.95, -3.31], [-4.68, -6.18, -1.20], [4.50, 2.65, -3.10], [-0.48, 0.26, -1.65], [-2.30, -1.70, 1.87], [-1.26, -2.03, -0.24], [-3.77, 2.26, 1.64], [1.01, 2.05, 2.92], [-0.26, -0.47, -0.58]]
}

***

# 2
{
  "formula": "C4H6N2",
  "method": "wB97M-V/def2-TZVPD",
  "charge": 0,
  "lumo_ha": 0.0260,
  "orbital_gap_ev": 10.19,
  "homo_energy_ha": -0.348,
  "de_lowest_kj_mol": 278.50,
  "elements": ["C", "C", "C", "C", "N", "N", "H", "H", "H", "H", "H", "H"],
  "xyz": [[0.0517, 0.2356, 0.8889], [0.0275, -0.1956, -0.5256], [-1.4405, -0.3278, 0.8331], [1.1149, -0.0503, -1.5303], [-1.1773, -0.6385, -0.5947], [0.7584, 0.8574, 1.6598], [-1.6319, -1.1525, 1.3407], [-2.2791, 0.4246, 0.6974], [1.8966, -0.6736, -1.2397], [1.2628, 1.0477, -1.7851], [0.8839, -0.6000, -2.3772], [0.5331, 1.0729, 2.6326]],
  "forces_ev_per_a": [[-4.07, -1.14, -0.24], [0.93, 0.33, -0.84], [0.06, 4.61, -3.03], [-1.62, 1.70, 0.17], [1.48, -0.17, -0.20], [2.81, 1.29, 1.08], [-1.27, -3.51, 2.69], [0.85, -0.72, 1.43], [2.26, 0.05, 1.22], [0.48, -1.57, 0.51], [-1.23, -0.51, -2.21], [-0.67, -0.37, -0.58]]
}